(1)
# C40H120O20

A cluster of 20 separate species, C40H120O20 in total at a distorted geometry (ωB97M-V/def2-TZVPD, the Open Molecules 2025 dataset).

Energy relative to the best compared isomer or geometry (same formula, charge and spin) = 5.2221 eV
E = -3100.450706 a.u.
Multiplicity = 1

XYZ file:
```
180
C40H120O20, DFT ωB97M-V/def2-TZVPD
C 0.55935 7.11830 12.55956
C 0.43862 5.72823 13.16398
C 0.67156 4.46684 12.30779
O 1.18229 5.56598 14.43382
H 1.46002 7.71544 12.70212
H -0.20978 7.78089 12.95645
H 0.52213 7.06006 11.47176
H -0.60437 5.63379 13.46622
H 1.52768 4.59199 11.64484
H -0.12526 4.14059 11.63941
H 0.85571 3.69152 13.05146
H 2.08772 5.72389 14.15660
C -5.53308 11.80627 14.04806
C -6.40216 12.90366 14.67546
C -7.30294 12.46982 15.83607
O -5.64343 14.06519 15.04785
H -5.21721 12.05793 13.03564
H -6.00175 10.82265 14.01703
H -4.59822 11.59216 14.56605
H -7.17483 13.08698 13.92883
H -7.94744 13.30337 16.11524
H -6.62300 12.33710 16.67759
H -7.90245 11.57002 15.69807
H -6.24225 14.81396 14.99921
C 0.90227 10.66076 14.28692
C -0.29686 11.53788 14.09911
C -1.56697 11.15414 14.82684
O 0.00275 12.79635 14.47462
H 0.61019 9.61352 14.20903
H 1.50580 10.85813 15.17286
H 1.60863 10.91742 13.49743
H -0.53139 11.57364 13.03525
H -2.21457 12.02860 14.76328
H -1.40664 11.00088 15.89403
H -1.96645 10.18417 14.53077
H 0.91415 12.81824 14.77539
C -3.48591 6.01427 11.32255
C -4.86870 6.72484 11.25509
C -5.09515 7.44577 12.63224
O -4.76883 7.73226 10.24416
H -3.19169 5.66913 10.33138
H -3.44326 5.10154 11.91684
H -2.67693 6.70952 11.54679
H -5.62006 5.96445 11.04208
H -4.28588 8.10599 12.94416
H -5.09856 6.66463 13.39244
H -6.08681 7.86770 12.79557
H -3.85697 8.02053 10.16036
C 0.80016 13.09010 19.46224
C 0.62709 13.11267 20.99042
C 2.02546 13.00919 21.63572
O -0.08065 14.35977 21.15336
H 1.26412 12.12449 19.26117
H 1.34669 13.93107 19.03543
H -0.13250 13.20382 18.90967
H 0.04130 12.26262 21.34022
H 1.85998 12.64737 22.65051
H 2.49506 13.98991 21.71164
H 2.76245 12.24384 21.39246
H -0.28355 14.46604 22.08564
C 3.75654 13.13255 17.17157
C 3.91149 12.98528 15.68050
C 4.73731 11.83808 15.14875
O 2.69894 13.15529 14.98383
H 3.39621 14.12424 17.44509
H 4.76633 12.89217 17.50420
H 3.02143 12.44772 17.59435
H 4.41050 13.88647 15.32420
H 4.41564 10.87533 15.54592
H 5.78695 12.11968 15.23267
H 4.55947 11.76378 14.07593
H 2.89662 13.70246 14.22020
C -3.00547 14.84781 12.80410
C -1.66875 14.64447 12.12218
C -1.43938 15.53132 10.88950
O -0.62689 14.98140 13.06070
H -3.09643 14.71256 13.88185
H -3.70940 14.20543 12.27502
H -3.28738 15.89174 12.66690
H -1.60544 13.57358 11.92913
H -0.77517 14.95515 10.24535
H -0.84944 16.41471 11.13381
H -2.33850 15.84777 10.36077
H -0.45874 14.16569 13.53815
C 5.56698 7.74002 13.91099
C 4.74944 6.70714 14.71106
C 3.84569 7.41513 15.75633
O 3.88308 5.96791 13.81927
H 6.05129 8.52491 14.49192
H 5.04357 8.15409 13.04920
H 6.43279 7.33391 13.38797
H 5.46984 6.06545 15.21838
H 3.49600 6.71683 16.51672
H 2.97131 7.90312 15.32573
H 4.30978 8.24903 16.28296
H 4.36735 5.60022 13.07638
C 7.36881 10.81886 9.52137
C 5.96236 10.89893 10.13704
C 5.29801 12.27925 10.28233
O 5.15958 10.08071 9.32355
H 7.79478 9.82765 9.36592
H 8.12997 11.37064 10.07299
H 7.31161 11.42072 8.61440
H 6.10226 10.40863 11.10043
H 5.76958 12.74533 11.14748
H 4.23343 12.26765 10.51609
H 5.31852 12.94844 9.42217
H 5.06070 10.40893 8.42683
C -3.38180 10.49098 10.18291
C -2.18356 9.95505 9.38437
C -0.84752 10.37263 9.97574
O -2.25011 8.51829 9.50665
H -3.11701 10.39532 11.23592
H -4.34840 10.03484 9.96911
H -3.50737 11.57052 10.09970
H -2.30527 10.26842 8.34751
H -0.18638 10.43644 9.11150
H -0.38203 9.65491 10.65123
H -0.92500 11.38540 10.37118
H -1.35582 8.24578 9.28851
C -2.36393 5.68836 16.71817
O -2.93372 7.02207 16.91993
H -1.68234 5.51074 17.55004
H -3.16395 4.94811 16.72837
H -1.80700 5.62307 15.78347
H -3.78986 7.11288 16.49522
C -3.03179 12.06763 20.35560
O -3.91713 13.17224 19.78192
H -2.56809 12.41069 21.28046
H -3.63312 11.17771 20.54151
H -2.27057 11.78240 19.62946
H -3.81340 13.28331 18.83402
C -1.81946 17.51901 14.88463
O -1.90530 18.89778 15.01689
H -0.80357 17.28498 14.56637
H -2.04017 17.08845 15.86138
H -2.56511 17.18637 14.16252
H -1.21851 19.37123 15.49206
C 4.12182 9.43145 19.08977
O 3.62288 10.18648 20.14100
H 5.17376 9.28342 19.33394
H 3.66313 8.44272 19.10073
H 4.02431 9.73332 18.04695
H 2.66917 10.12907 20.04742
C 2.19813 14.45843 11.64137
O 3.39239 14.18779 12.38963
H 1.97294 15.52491 11.63844
H 2.38508 14.27508 10.58329
H 1.36942 13.80463 11.91319
H 4.00641 14.81911 12.00750
C 1.09416 9.08552 21.32843
O 0.89496 9.90509 20.18594
H 0.45542 9.31478 22.18140
H 0.88718 8.07997 20.96223
H 2.11182 9.03167 21.71516
H 0.42376 9.39246 19.52505
C -2.63664 14.28039 17.37372
O -3.58091 13.30331 16.95149
H -2.67149 14.73512 18.36373
H -1.63455 13.88342 17.21149
H -2.65616 15.16108 16.73177
H -3.91553 13.44483 16.06289
C 4.93253 16.88840 14.45317
O 4.94581 18.21945 13.97218
H 5.33368 16.72425 15.45328
H 3.91545 16.50231 14.38540
H 5.46978 16.17463 13.82867
H 4.95308 18.84311 14.70197
C 1.78511 17.21299 16.34217
O 1.58617 18.23870 17.24749
H 2.76601 16.75149 16.45599
H 1.06764 16.42686 16.57742
H 1.66305 17.64695 15.34976
H 1.36831 17.91329 18.12399
C 0.65878 7.73857 17.08014
O -0.11507 8.01194 18.25760
H 1.69032 8.08943 17.04953
H 0.68566 6.65386 16.97641
H 0.06299 8.10685 16.24496
H -1.05849 7.86911 18.15200
```

=====

(2)
# C7H10Br2N2O2

A cluster of 2 separate species, C7H10Br2N2O2 in total at a distorted geometry (ωB97M-V/def2-TZVPD, the Open Molecules 2025 dataset).

Energy relative to the best compared isomer or geometry (same formula, charge and spin) = 0.0000 eV
E = -5680.722849 a.u.
Structure (SMILES) = N#CO[C@H]1CCC(=O)N1.BrCCBr
Multiplicity = 1

XYZ file:
```
23
C7H10Br2N2O2, DFT ωB97M-V/def2-TZVPD
N -1.93744 -3.07886 1.27220
C -1.57047 -2.74442 0.22023
O -0.96123 -2.60835 -0.89891
C -0.25266 -1.34920 -1.01717
C 0.53904 -0.90987 0.18852
C 1.83461 -1.72988 0.15416
C 1.73537 -2.41029 -1.20000
O 2.22785 -3.44375 -1.53824
N 0.83798 -1.62113 -1.97716
H -0.82873 -0.53838 -1.43138
H 0.84808 0.08239 -0.10302
H 0.02532 -0.74964 1.11870
H 1.94261 -2.50452 0.89458
H 2.67128 -1.05563 0.19226
H 0.45435 -2.25485 -2.67541
Br 1.15021 3.10010 0.09629
C -0.61332 3.87351 0.37884
C -1.39473 3.12877 1.42745
Br -2.09913 1.44194 0.75462
H -1.10954 3.88066 -0.58516
H -0.42909 4.89605 0.69922
H -2.26845 3.70317 1.72542
H -0.80192 2.89220 2.30398
```

=====

Here are the calculated HOMO-LUMO gap numbers, same order: 9.60 10.51 (eV).
Here are the calculated E_LUMO numbers, same order: 0.2 0.4 (eV).
Here are the calculated E_HOMO numbers, same order: -9.38 -10.16 (eV).